This record from OMol25 describes a 3-piece molecular cluster, C19H34Br2F3NO8PS2 overall in a non-equilibrium geometry. The level of theory is ωB97M-V/def2-TZVPD.

Values from the calculation:
Total energy ... -7986.24253 Ha
Frontier orbital gap ... 6.759 eV
Net charge ... -1

CARTESIAN COORDINATES (ANGSTROEM)
H  3.2981  -0.5239  -0.2114
H  -0.4999  2.2965  0.5846
O  -1.3375  1.9613  4.8649
C  4.1749  -3.2010  -0.3381
H  1.6198  -0.7634  3.2104
C  -4.8981  4.4346  4.7883
H  -4.4892  1.5802  4.2084
N  1.2750  -0.6637  0.4237
H  -5.8378  4.8248  4.3901
C  -1.2403  -1.8479  -8.0074
F  4.7842  1.4257  0.2472
H  -2.0666  0.3947  -6.6842
H  -3.3066  0.3624  4.6070
F  3.9963  3.9309  1.7703
C  2.3058  -1.6501  3.4221
H  2.0873  -2.0931  4.4702
O  -0.2283  -0.8620  -2.4588
H  1.4326  -3.5962  2.7785
H  2.6205  1.6701  -1.8081
H  2.1481  -0.5509  -1.6282
C  2.6020  -3.1650  -0.7612
H  1.4303  2.0509  -0.4858
C  3.1818  2.7443  1.5741
C  -2.4680  2.3075  4.6028
H  -3.7639  4.8691  3.0271
O  -1.0402  1.1246  -1.6574
H  -1.2977  -2.0043  -9.0864
H  3.1961  -3.4627  2.3107
H  -0.7635  -0.8964  -4.1997
S  -0.5973  1.1010  1.2773
C  -0.4945  0.0070  -1.3924
C  3.5695  2.1659  0.1236
C  -3.9784  4.0065  3.6624
H  -3.9196  1.4337  5.8907
O  -1.4477  -2.8404  -0.3114
Br  3.7320  1.5403  3.0860
H  4.8769  -3.2260  -1.2541
F  1.8472  3.1878  1.7050
H  -2.1741  -1.3715  -7.7170
H  -4.4232  5.2102  5.3944
H  -1.1494  -2.8135  -7.5071
H  -1.0278  1.1889  -5.5200
H  2.4248  -2.7337  -1.8028
C  2.3959  1.4568  -0.6921
H  -2.4777  -0.4422  -4.3415
H  4.4609  -2.3319  0.3636
C  2.2124  -2.8500  2.3574
P  1.6212  -2.3754  0.6322
H  -1.8102  -1.7639  -5.3175
O  -2.7386  -0.9669  0.4957
C  -1.5999  -0.7754  -4.8995
C  -0.1325  -0.3389  0.1369
H  2.2796  -4.2753  -0.8223
C  -1.2811  -2.1312  2.4330
H  -5.1261  3.6041  5.4595
H  -0.4942  -1.5181  3.0204
H  3.4214  -1.3447  3.4703
C  2.2630  -0.1303  -0.5545
C  -1.2454  0.2229  -5.9820
H  -2.2906  -2.1471  2.9764
H  -4.4289  3.2513  3.0141
O  -0.0471  -0.1695  -6.6778
H  -0.8862  -3.2195  2.4642
O  -2.7137  3.5592  4.1722
S  -1.3869  -1.6770  0.6423
O  1.0023  -1.1777  -8.3486
Br  4.0650  3.7942  -0.9751
C  -3.6268  1.3791  4.8403
H  4.4286  -4.1626  0.2554
C  -0.0183  -1.0229  -7.7115

Force components x, y, z for each atom (eV/Å):
-1.65 0.75 -0.43
-0.08 -1.41 -0.17
-0.82 0.65 -0.25
0.57 -0.45 -0.17
1.07 -1.24 0.17
-0.03 -0.05 0.20
-0.06 0.10 0.14
1.36 -1.13 -1.21
0.06 -0.02 0.01
-0.52 0.16 -0.47
-2.32 1.00 -0.13
0.12 -0.06 -0.16
0.10 0.14 0.19
-1.83 -2.39 0.11
1.17 -0.91 0.53
0.13 0.83 -1.67
0.22 2.62 6.35
1.10 1.19 -1.05
-0.27 -0.42 1.92
-0.36 0.76 1.78
1.94 -0.94 0.47
1.51 -1.12 -0.18
0.56 2.20 0.71
0.65 -0.59 0.39
0.23 -0.16 0.09
1.55 -2.21 1.89
0.22 -0.14 0.12
-1.40 1.17 0.17
-0.48 0.27 -0.15
0.10 0.13 0.14
-0.89 -0.36 -6.36
-0.11 0.10 -0.34
-0.14 -0.05 0.11
0.02 0.01 -0.07
1.37 1.94 2.80
-0.81 0.94 -1.32
-1.09 0.22 1.40
3.17 -1.25 -0.52
0.05 -0.11 0.24
-0.02 0.00 -0.13
-0.02 0.11 -0.01
0.24 -0.14 -0.14
0.06 -0.25 1.71
0.03 0.36 -0.86
0.16 0.03 0.07
-0.39 -1.20 -1.32
0.75 -0.38 1.04
-3.11 -1.07 -0.04
-0.18 0.06 -0.13
3.56 -1.00 1.31
0.21 -0.30 -0.42
0.12 1.01 -0.07
0.16 1.92 0.18
1.44 -1.42 1.33
-0.06 0.00 -0.10
-1.46 -0.66 -1.17
-1.98 -0.04 -0.18
1.79 0.57 -0.52
-0.46 -0.25 0.44
1.32 0.52 -1.35
0.06 -0.03 0.11
0.41 0.26 -0.51
-0.60 1.76 -0.30
0.37 0.31 -0.27
-5.68 -0.73 -3.47
-0.44 0.27 0.41
-0.24 -0.85 0.34
-0.29 -0.37 -0.46
-0.59 1.49 -0.92
0.38 -0.15 0.13

Results of the Löwdin charge analysis, in e, for atoms 1 through 8: H 0.109; H -0.096; O 0.085; C -0.199; H 0.036; C -0.073; H 0.071; N -0.325